No. 1
C17H31CeN3P2 as an isolated structure at a distorted geometry. Source: the Open Molecules 2025 dataset; level of theory: ωB97M-V with the def2-TZVPD basis set.

Computed properties:
Charge = +2
Electronic energy = -54085.2979 eV
E_LUMO (spin up / spin down) = -7.439 / -7.168 eV

Geometry as XYZ:
```
54
Properties=species:S:1:pos:R:3:forces:R:3:mulliken_charge:R:1
Ce 1.4721 0.0764 -0.7059 1.4 -0.5 2.0 1.316
P -0.3880 1.6055 2.2673 -0.7 -0.7 -0.1 1.220
P 0.4338 -2.9216 0.7770 0.5 0.6 -1.1 0.256
N 2.5768 -1.9161 5.7431 0.4 -0.1 -2.6 -0.479
N 2.8306 -0.8739 1.2940 -0.7 0.5 -0.6 -0.809
N 2.9771 -2.3038 3.2999 0.0 1.2 -1.7 -0.585
C 1.0764 -0.4574 -2.8619 -1.1 -1.2 1.1 -1.015
C 2.7729 -2.0460 4.5894 -0.4 0.3 2.1 0.487
C -0.0808 2.1481 -1.8823 -0.7 0.8 0.3 -0.703
C -0.8507 0.4608 0.8726 -0.2 0.3 -0.5 0.477
C -2.0750 1.8205 2.8265 -0.2 0.1 0.5 -1.442
C 0.6748 0.9188 3.5247 0.4 -0.5 0.6 -1.174
C 0.2549 1.9712 -3.3375 0.5 -1.4 -0.2 -0.860
C 1.7320 -3.1209 -0.6059 0.8 1.0 0.7 -1.122
C -0.1384 -0.7308 -2.0740 -0.4 -0.4 -1.9 2.022
C -1.5183 -0.3329 -2.6610 0.0 -0.2 0.5 -1.564
C -0.7144 -1.0517 1.0324 1.0 -0.8 0.8 -1.211
C 2.9098 -1.5057 2.3030 -0.1 -1.0 1.7 0.704
C -2.2547 0.7964 -1.9195 -0.4 1.2 -1.2 -0.654
C -1.4076 2.0404 -1.5356 0.2 -0.5 0.3 -0.299
C 0.2501 3.1786 1.7121 0.1 0.3 -0.2 -1.248
C -0.7530 -3.6764 -0.3524 -0.8 -0.3 -0.1 -1.247
C 1.2451 0.8205 -3.6365 -0.1 0.0 -0.6 -1.112
H -1.6399 -1.4788 0.6659 0.0 -0.2 0.1 0.284
H 1.7528 -1.2696 -3.1687 -0.1 0.2 0.1 0.540
H -1.7697 -3.4927 -0.0320 -0.3 -0.4 0.0 0.430
H 1.5051 -2.6454 -1.5815 0.2 0.1 0.5 0.320
H -1.4817 -0.1271 -3.7376 0.4 0.1 0.3 0.456
H -0.6588 -3.4150 -1.4090 0.0 0.1 0.1 0.458
H 0.5681 -0.1733 3.6260 -0.1 0.3 -0.1 0.271
H -2.1718 2.1869 3.8455 0.0 0.1 0.0 0.498
H -1.9274 2.8404 -0.9620 0.6 -1.0 0.6 0.554
H 1.7452 1.1289 3.3860 -0.3 0.0 -0.3 0.450
H 0.4087 3.8281 2.5777 0.0 -0.1 0.0 0.469
H -2.8362 0.3736 -1.0620 0.6 0.7 -0.3 0.324
H 0.6991 2.9076 -3.6858 -0.1 0.0 0.1 0.495
H 1.2016 3.1119 1.1776 0.0 -0.1 0.1 0.377
H -2.5765 0.8498 2.7464 0.1 0.2 0.2 0.470
H -1.9405 0.6997 0.7612 0.8 -0.3 0.4 0.607
H -0.6854 1.8732 -3.9025 0.5 -0.1 0.2 0.328
H -3.0419 1.1816 -2.5907 -0.1 -0.2 0.2 0.466
H 0.3994 1.3402 4.5041 -0.1 0.0 -0.3 0.487
H -2.1476 -1.2331 -2.6377 0.0 0.2 0.2 0.437
H 2.7443 -2.8846 -0.2095 -0.6 -0.2 -0.6 0.336
H -0.6258 0.8318 -0.1339 0.5 0.2 0.2 -1.539
H 0.6961 2.6648 -1.2518 -1.0 0.8 -0.6 0.769
H -0.1811 -1.6919 -1.4837 0.1 1.0 -1.1 -0.662
H -0.5108 -4.7382 -0.2977 -0.3 -0.2 0.1 0.516
H -0.5777 -1.2357 2.1012 -0.5 -0.2 -0.1 0.655
H 2.2997 1.1594 -3.5439 -0.3 0.0 -0.2 0.359
H -2.5602 2.5142 2.1322 0.0 0.0 0.1 0.439
H 1.6757 -4.1741 -0.8953 0.1 -0.1 0.4 0.560
H 1.0955 0.5105 -4.6719 0.4 0.4 -0.3 0.512
H -0.4837 3.6572 1.0640 0.0 0.0 0.0 0.377
```
Forces are in eV/Å.

No. 2
A 3-piece molecular cluster, C12H23ClIO4S2 overall. Source: the Open Molecules 2025 dataset; level of theory: ωB97M-V with the def2-TZVPD basis set.

Computed properties:
Charge = -1
Electronic energy = -63299.7864 eV
E_LUMO = 2.350 eV

Geometry as XYZ:
```
43
Properties=species:S:1:pos:R:3:forces:R:3:mulliken_charge:R:1
I -1.0377 -0.9717 3.0993 0.0 0.2 0.3 -0.290
Cl 1.0822 -4.4371 4.2597 0.0 -0.1 0.1 -0.274
S 2.1917 -0.8843 -1.5901 0.0 0.1 0.0 1.220
S -2.0583 3.5727 -0.6260 0.2 -0.2 0.1 1.136
O -0.7678 3.5090 -1.2743 0.0 0.0 -0.1 -0.650
O 3.1466 -1.9639 -1.6120 0.0 0.0 0.1 -0.737
O -3.0460 4.5100 -1.1079 -0.1 0.0 0.0 -0.693
O 1.4015 -0.6083 -0.4198 0.1 -0.1 0.0 -0.549
C 1.0828 -1.0100 -2.9891 -0.2 0.0 0.0 -0.829
C -2.8650 2.8683 1.7589 -0.1 0.0 0.0 -0.627
C -2.7798 1.5597 0.9651 0.0 0.1 -0.1 -0.206
C 0.9115 0.4377 -3.4303 0.0 0.0 -0.1 -0.138
C 2.3169 1.0536 -3.4260 0.0 0.0 0.1 -0.688
C -1.8398 3.8064 1.1343 0.0 0.0 0.1 -0.721
C -0.2240 -3.6879 1.9065 0.1 0.2 0.1 -0.713
C 2.9751 0.6587 -2.0974 0.0 0.1 -0.1 -0.798
C 1.1794 -3.8921 2.5388 0.1 0.1 -0.4 0.459
C -2.7876 1.9304 -0.5239 0.0 -0.1 0.1 -0.536
C -1.4235 -3.1313 2.6416 -0.2 -0.3 -0.2 -0.736
C 2.1210 -2.7022 2.4481 0.0 -0.1 0.2 -1.100
H -2.1908 1.2554 -1.1333 0.0 0.0 0.0 0.211
H 2.8951 0.6613 -4.2661 0.0 0.0 0.0 0.294
H -1.4301 -3.5397 3.6593 0.0 0.1 0.0 0.187
H 0.2819 0.9621 -2.7136 -0.1 0.1 0.1 -0.044
H -0.0443 -3.0745 1.0147 0.0 -0.1 -0.1 0.085
H 0.1655 -1.4768 -2.6359 0.0 0.0 0.0 0.419
H 1.6535 -4.7339 2.0284 0.0 0.0 0.1 0.336
H -1.9855 4.8604 1.3611 0.0 0.0 -0.1 0.402
H 4.0487 0.4996 -2.1608 0.0 0.0 0.0 0.383
H -3.6014 0.8890 1.2065 0.0 -0.1 0.0 0.399
H -2.6572 2.7039 2.8153 0.0 0.0 0.0 0.358
H 2.1267 -2.3335 1.4213 0.0 0.1 0.0 0.088
H 0.4367 0.5107 -4.4084 0.0 0.0 0.0 0.370
H 2.2773 2.1374 -3.5266 0.0 0.0 0.0 0.371
H -0.5446 -4.6754 1.5480 -0.1 0.0 0.1 0.402
H 3.1354 -3.0060 2.7185 0.0 0.0 0.0 0.371
H -3.8638 3.3051 1.6728 0.0 0.0 0.0 0.295
H -1.8608 1.0308 1.2250 -0.1 0.0 -0.1 -0.173
H 1.5564 -1.6344 -3.7468 0.0 0.0 0.0 0.365
H 2.7498 1.3772 -1.3116 0.0 0.0 0.0 0.362
H -3.7941 2.0123 -0.9318 0.0 0.1 0.0 0.349
H -0.8210 3.5016 1.3730 0.0 0.0 0.0 0.361
H 1.8097 -1.8993 3.1127 -0.1 0.0 -0.1 0.281
```
Forces are in eV/Å.

No. 3
One molecule with the formula C7H13NO2 at a distorted geometry. Source: the Open Molecules 2025 dataset; level of theory: ωB97M-V with the def2-TZVPD basis set.

Computed properties:
Charge = 0
Electronic energy = -13054.3700 eV
SMILES = CC1(C)C[C@H]1[C@@H](N)C(=O)O
E_LUMO = 0.723 eV

Geometry as XYZ:
```
23
Properties=species:S:1:pos:R:3:forces:R:3:mulliken_charge:R:1
O 0.5839 1.8529 1.9717 0.2 -1.0 -1.2 -0.597
O 2.1643 0.4926 1.1483 -0.6 0.1 0.3 -0.451
N -0.3650 2.5398 -0.6003 0.4 0.0 0.4 -0.712
C 0.6506 1.4877 -0.4627 -0.8 0.8 0.8 -0.015
C 0.2447 -2.3349 -0.5065 0.1 -0.3 -0.2 -1.609
C -0.3659 -0.9872 -0.1953 -0.3 0.5 -1.7 1.769
C 1.0540 1.2617 1.0108 0.6 1.6 0.8 0.322
C 0.2141 0.1939 -1.0681 -0.2 -1.2 0.8 -0.462
C -1.1944 -0.2883 -1.2629 0.3 -0.2 -0.2 -1.096
C -1.0032 -0.9238 1.1717 0.5 0.5 0.4 -1.792
H 2.3517 0.5202 2.1079 0.0 -0.1 -0.4 0.356
H -0.2706 -1.1499 1.9520 -0.1 0.1 0.1 0.376
H -2.0121 0.3502 -0.9430 0.1 -0.1 0.1 0.255
H 1.0750 -2.2518 -1.2160 -0.2 0.0 0.1 0.389
H 0.0462 3.4101 -0.2603 -0.2 -0.1 -0.1 0.304
H -1.4262 -0.8391 -2.1687 0.1 0.1 -0.1 0.300
H -1.7981 -1.6752 1.2467 0.1 0.1 -0.2 0.440
H -1.4514 0.0512 1.3826 0.1 -0.1 0.0 0.355
H 0.9108 -0.0830 -1.8569 -0.2 -0.6 0.3 0.359
H -1.1169 2.3471 0.0622 0.1 0.0 -0.2 0.282
H -0.4981 -3.0133 -0.9362 0.0 -0.1 0.1 0.325
H 0.6518 -2.7957 0.3996 -0.1 0.1 -0.1 0.358
H 1.5545 1.8346 -0.9767 -0.1 -0.1 0.2 0.545
```
Forces are in eV/Å.

No. 4
One molecule with the formula C22H22N4O6S at a distorted geometry. Source: the Open Molecules 2025 dataset; level of theory: ωB97M-V with the def2-TZVPD basis set.

Computed properties:
Charge = 0
Electronic energy = -52253.5155 eV
SMILES = O=C(CCCn1c(=O)c2sccc2n(CC(=O)NCc2ccco2)c1=O)NCc1ccco1
E_LUMO = 0.444 eV

Geometry as XYZ:
```
55
Properties=species:S:1:pos:R:3:forces:R:3:mulliken_charge:R:1
S -0.7779 3.0463 1.6787 0.4 0.0 -0.3 -0.183
O -1.8090 2.8465 -1.3264 -0.2 0.1 0.1 -0.743
O 4.3010 0.1915 1.3559 0.3 0.1 0.2 -0.694
O 2.2955 1.7621 -2.9499 0.1 -0.1 -0.3 -0.688
O 0.2715 -0.4276 -1.6164 0.3 0.0 0.0 -0.852
O -3.4189 -2.5152 0.1923 0.1 0.1 -0.6 -0.391
O -0.1259 -0.5983 1.5386 0.2 0.0 -0.4 0.886
N 0.2721 2.3796 -2.1319 -0.2 0.2 -0.2 0.052
N 2.0947 1.9565 -0.7055 0.1 -0.1 -0.2 -0.012
N -1.5721 -1.7172 -1.6880 -0.3 -0.3 0.2 -0.177
N 2.4421 -0.5901 0.3335 -0.2 -0.3 -0.2 0.298
C -2.1183 -2.7883 0.4340 0.7 -0.3 0.7 0.410
C 1.5945 2.0045 -1.9927 0.2 0.2 0.2 0.750
C -0.6306 2.6416 -1.1045 0.2 0.0 0.1 0.660
C -0.5042 -0.4070 3.7185 -0.4 0.1 -0.4 -0.924
C 0.7850 -0.9656 3.5323 0.2 -0.2 -0.6 -0.938
C -1.9528 -3.1602 1.7347 0.0 0.1 -0.7 -0.495
C -1.0064 -0.2052 2.4725 -0.2 0.1 0.9 -0.466
C 1.3208 2.3007 0.3698 -1.0 0.4 -0.1 0.524
C -1.1443 -2.6767 -0.6968 -0.1 -0.2 0.0 0.033
C 0.6802 2.7407 2.5297 -0.4 0.1 -0.4 -0.171
C 1.7103 2.3571 1.7307 0.1 0.0 0.2 -1.251
C -3.2384 -3.1032 2.3284 -0.4 0.1 -0.3 -0.484
C -4.0862 -2.7040 1.3456 -0.1 -0.2 0.9 -0.632
C 2.1171 -1.5555 1.3605 -0.2 0.1 0.0 -1.465
C -1.5015 0.1831 -3.1485 0.2 0.2 -0.1 -0.816
C -0.4938 0.9573 -4.0067 0.0 0.1 0.2 -0.815
C 3.4478 0.2853 0.4973 0.0 0.2 -0.4 0.529
C -0.8351 -0.6569 -2.0744 -0.5 -0.1 -0.3 0.584
C -0.2420 2.3747 -3.4942 0.0 0.0 -0.4 -1.334
C 0.9652 -1.0678 2.1853 0.6 -0.2 0.8 0.635
C -0.0028 2.6486 0.1856 0.2 0.0 0.6 0.275
C 3.4341 1.4439 -0.5051 0.4 0.0 0.1 -0.746
H 4.0992 2.2291 -0.1323 -0.1 -0.2 0.0 0.346
H -3.4863 -3.3260 3.3453 -0.1 0.0 0.2 0.430
H -2.5120 -1.8250 -2.0357 0.1 0.1 -0.1 0.293
H -1.9386 0.1972 2.1296 -0.1 0.0 -0.2 0.525
H 0.6991 2.8637 3.5943 0.1 0.0 0.2 0.527
H -0.8666 1.0366 -5.0284 0.0 0.0 0.0 0.450
H 2.9943 -1.6752 2.0005 -0.2 -0.1 -0.1 0.499
H -1.1702 2.9494 -3.4811 0.2 -0.1 0.0 0.521
H -1.0354 -3.4356 2.2128 0.3 0.0 0.1 0.605
H 0.4965 2.8658 -4.1318 -0.1 0.0 0.1 0.427
H 1.8797 -2.5160 0.8884 0.1 0.1 0.1 0.168
H 1.4807 -1.2526 4.2933 0.2 -0.1 0.1 0.591
H -0.1757 -2.3461 -0.3176 -0.2 -0.1 0.0 -0.380
H -5.1418 -2.5207 1.3339 -0.1 0.1 -0.1 0.511
H -0.9830 -0.1877 4.6502 -0.2 0.1 0.2 0.520
H 0.4569 0.4223 -4.0284 -0.1 0.0 -0.1 0.412
H 2.6923 2.1249 2.0976 0.2 -0.1 0.1 0.456
H -2.1768 0.8854 -2.6518 -0.1 -0.1 0.0 0.353
H 3.7973 1.1070 -1.4806 0.0 0.1 0.2 0.428
H 1.7401 -0.4455 -0.3860 0.0 0.1 0.0 0.166
H -1.0174 -3.6593 -1.1757 0.0 0.2 0.1 0.295
H -2.1039 -0.4728 -3.7793 0.0 0.0 0.1 0.501
```
Forces are in eV/Å.

No. 5
A 2-piece molecular cluster, C5H11NO overall at a distorted geometry. Source: the Open Molecules 2025 dataset; level of theory: ωB97M-V with the def2-TZVPD basis set.

Computed properties:
Charge = 0
Electronic energy = -8898.4455 eV
SMILES = C=C/C(N)=C/C.O
E_LUMO = 0.708 eV

Geometry as XYZ:
```
18
Properties=species:S:1:pos:R:3:forces:R:3:mulliken_charge:R:1
O -1.1521 -2.5074 1.0099 -0.4 -1.3 -0.7 -0.623
N 0.5163 0.5418 -1.7044 1.1 1.2 1.8 -0.614
C 2.4039 -0.0602 0.6224 -1.0 2.2 0.9 -1.414
C 0.9048 0.1584 0.6825 1.5 -0.9 3.7 -0.127
C -2.3073 1.1267 -0.6028 -1.2 1.8 0.2 -0.842
C -1.3757 0.3857 -0.0021 -0.5 0.8 0.2 -0.078
C 0.0365 0.2877 -0.2950 0.3 2.1 -2.6 0.365
H 1.3063 1.2423 -1.6065 -0.8 -1.5 0.0 0.265
H -1.3682 -3.2591 0.4189 -0.2 0.4 0.8 0.317
H 0.6106 0.2337 1.8110 -0.3 -0.4 -2.4 0.214
H -2.3110 2.1858 -1.0098 1.0 -1.8 -0.8 0.232
H -3.3400 0.9073 -0.3587 0.0 0.0 0.6 0.265
H 2.8696 0.9296 0.5247 0.3 -0.2 -0.3 0.353
H -0.4973 -2.0891 0.4600 0.7 0.8 -0.1 0.328
H -1.6904 -0.0567 0.9367 -0.1 -1.0 -0.5 0.293
H -0.0950 1.1078 -2.2969 -0.7 -0.7 0.6 0.313
H 2.7979 -0.4356 1.5521 -0.1 -0.3 0.4 0.395
H 2.6911 -0.6985 -0.1420 0.6 -1.0 -1.7 0.358
```
Forces are in eV/Å.

No. 6
A 2-piece molecular cluster, C4H15N2O overall at a distorted geometry. Source: the Open Molecules 2025 dataset; level of theory: ωB97M-V with the def2-TZVPD basis set.

Computed properties:
Charge = +2
Electronic energy = -9400.0418 eV
2S+1 = 2
E_LUMO (spin up / spin down) = -7.127 / -12.503 eV

Geometry as XYZ:
```
22
Properties=species:S:1:pos:R:3:forces:R:3:mulliken_spin:R:1
O -1.1171 1.4507 -2.8815 -0.7 -0.2 -0.6 0.000
N 2.1234 0.8188 0.8965 0.4 0.2 1.0 0.839
N -0.6458 -0.2210 -0.6237 0.7 -0.2 0.1 0.007
C -0.1279 0.2037 1.8893 -0.6 0.9 0.1 0.090
C -0.4257 -1.5176 -1.3399 0.3 -0.3 -0.2 -0.001
C -1.0737 -0.3740 0.8175 0.5 -0.1 -0.3 0.014
C 1.4111 0.0156 1.8594 -0.1 0.1 -1.4 0.031
H -0.3291 1.2632 2.0557 0.0 0.1 -0.3 -0.002
H -0.6465 1.7222 -3.6834 0.4 0.0 0.3 0.000
H 0.1335 -2.1992 -0.7100 0.0 0.0 0.3 0.000
H 2.2515 1.8201 1.1067 -0.3 -0.2 -0.4 -0.017
H 1.7401 0.4670 2.8011 0.1 -0.3 0.5 0.065
H 2.8968 0.4013 0.3753 -0.1 0.0 -0.3 -0.023
H -1.2694 0.3490 -1.2023 -0.1 0.2 0.0 0.000
H -2.0242 0.1555 0.8748 -0.1 -0.4 0.4 0.006
H -1.1597 -1.4480 0.9821 -0.4 0.2 0.0 0.000
H -2.0156 1.3615 -3.2508 0.2 0.1 0.4 0.000
H 1.7154 -1.0087 1.6943 0.1 -0.3 0.4 0.001
H -0.4543 -0.2379 2.8246 0.0 -0.3 0.2 -0.006
H -1.3764 -1.9716 -1.5938 -0.1 0.1 0.0 0.000
H 0.1669 -1.3536 -2.2351 -0.2 0.2 -0.1 0.000
H 0.2267 0.3027 -0.6569 0.0 0.1 -0.2 -0.005
```
Forces are in eV/Å.

> The lowest electronic energy belongs to which entry?

C12H23ClIO4S2

> Which formula does entry 1 have?

C17H31CeN3P2